Run a
22
Properties=species:S:1:pos:R:3:mulliken_charge:R:1 method="wB97M-V/def2-TZVPD" orbital_gap_ev=9.5 total_charge=0
C 0.60 -2.29 -0.22 -0.48
C 1.78 -1.70 -0.06 -0.65
C -0.23 -0.02 -0.87 -0.19
C -0.56 -1.41 -0.26 -0.40
C 1.82 -0.26 0.14 0.74
C 2.86 1.65 0.91 -0.63
N 0.82 0.53 -0.11 -0.48
N -3.94 1.34 -0.40 -0.48
O -1.42 0.73 -0.84 -0.32
O -2.49 0.30 1.46 -0.56
O 3.00 0.28 0.57 -0.37
S -2.39 1.28 0.41 0.66
H 0.42 -3.27 -0.32 0.57
H 2.59 -2.37 0.00 0.41
H -0.06 -0.13 -1.92 0.28
H -1.60 -1.78 -0.74 0.27
H -0.93 -1.10 0.67 0.28
H 3.54 2.18 0.31 0.26
H 3.05 1.68 1.98 0.25
H 1.83 1.99 0.68 0.35
H -4.67 0.76 0.02 0.24
H -4.01 1.59 -1.39 0.24

Run b
22
Properties=species:S:1:pos:R:3:mulliken_charge:R:1 method="wB97M-V/def2-TZVPD" orbital_gap_ev=7.7 smiles="NC1=[S@@](N)(=O)OC(=O)C=C1.C=C" total_charge=0
N 0.73 -2.42 -1.34 -0.61
C 0.98 -1.11 -0.90 0.37
S 1.67 -0.85 0.72 1.11
N 0.62 -0.27 1.76 -0.31
O 2.20 -2.02 1.33 -0.67
O 2.55 0.30 0.44 -0.38
C 1.77 1.65 -0.06 0.17
O 1.97 2.60 0.65 -0.56
C 0.91 1.33 -1.11 -0.51
C 0.69 0.01 -1.61 -0.19
H 0.82 -2.66 -2.31 0.20
H 1.18 -3.12 -0.81 0.24
H 0.48 -0.75 2.65 0.25
H -0.07 0.51 1.75 0.24
H 0.63 2.26 -1.62 0.36
H 0.36 -0.06 -2.64 0.34
C -2.82 1.37 0.84 -0.44
C -3.00 0.30 0.08 -0.33
H -1.83 1.45 1.38 -0.03
H -3.60 2.01 1.11 0.30
H -2.34 -0.60 0.02 0.18
H -3.90 0.05 -0.32 0.29

Verdict on stability: run a comes out on top.

Run a
138
Properties=species:S:1:pos:R:3:mulliken_charge:R:1 method="wB97M-V/def2-TZVPD" orbital_gap_ev=8.4 total_charge=0
C 5.08 -2.06 1.55 -1.08
C 3.70 -1.69 1.64 -0.08
C 2.08 -1.52 1.77 0.40
C 1.30 -1.09 0.35 -0.31
B 2.58 -0.42 -0.44 0.92
N 2.98 1.05 -0.12 -0.64
O 3.47 -1.05 -1.43 -0.61
O 0.57 0.11 0.84 -0.07
S -0.81 0.53 0.03 1.16
O -0.37 1.01 -1.40 -0.72
O -1.29 1.90 0.62 -0.41
C -1.99 -0.91 0.14 1.33
B -3.00 -0.92 -1.21 0.74
O -2.95 0.01 -2.35 -0.78
O -4.17 -1.86 -1.36 -0.81
C -4.27 -2.32 -2.76 0.32
C -5.35 -3.60 -2.83 -1.11
C -3.07 -0.64 1.33 -1.15
Br -2.40 0.15 3.07 0.01
C -4.44 0.17 1.06 -0.17
C -4.41 1.72 0.63 -0.46
Br -5.25 0.26 2.95 -0.16
C -1.13 -2.36 0.33 -0.72
C -1.99 -3.65 -0.06 0.64
C -1.65 -5.18 0.28 0.12
C -2.61 -6.34 -0.50 -1.21
N -0.75 -5.78 1.11 -0.52
O -0.83 -2.36 1.72 -0.22
C -1.41 -3.15 2.72 0.58
N -2.10 -4.04 3.41 -0.63
C 0.41 -2.24 -0.39 1.46
C 1.33 -3.60 -0.19 -0.68
C 1.26 -4.84 -1.20 -1.00
C 2.49 -4.98 -2.31 0.91
F 3.53 -5.95 -1.80 -0.28
F 1.92 -5.66 -3.53 -0.28
F 3.20 -3.75 -2.63 -0.16
B 0.30 -2.15 -2.05 0.61
O 0.92 -1.21 -3.00 -0.64
O -0.65 -2.98 -2.88 -0.55
C -0.15 -3.16 -4.24 -0.73
H 6.19 -2.37 1.81 0.35
H 1.67 -2.46 2.30 0.38
H 1.98 -0.66 2.60 -0.18
H 2.19 1.65 -0.51 0.26
H 3.06 1.19 0.91 0.19
H 3.81 -0.40 -2.12 0.17
H -3.83 0.52 -2.33 0.14
H -3.24 -2.69 -3.22 -0.21
H -4.71 -1.52 -3.50 0.33
H -5.52 -4.10 -1.79 0.23
H -4.98 -4.35 -3.67 0.30
H -6.37 -3.15 -3.24 0.33
H -3.47 -1.72 1.65 0.45
H -5.31 -0.44 0.51 0.54
H -5.52 2.07 0.38 0.37
H -4.09 2.38 1.57 0.26
H -3.75 1.99 -0.31 -0.21
H -3.05 -3.48 0.49 0.56
H -2.36 -3.73 -1.20 -0.26
H -3.01 -7.13 0.29 0.43
H -2.00 -6.86 -1.38 0.28
H -3.53 -5.82 -0.97 0.19
H -0.84 -6.83 1.05 0.32
H 1.11 -3.98 0.89 0.47
H 2.50 -3.37 -0.19 0.04
H 0.25 -5.09 -1.74 0.04
H 1.44 -5.80 -0.51 0.43
H 0.27 -0.55 -3.38 0.27
H 0.98 -3.43 -4.35 0.17
H -0.75 -4.09 -4.70 0.18
H -0.49 -2.24 -4.93 0.25
N -3.59 5.70 2.24 -0.48
C -3.57 6.67 3.18 -0.41
C -2.55 6.83 4.10 -0.08
C -1.48 5.95 4.06 -0.39
C -1.46 4.94 3.10 -0.68
C -2.53 4.86 2.22 -0.57
H -4.44 7.33 3.18 0.37
H -2.59 7.63 4.84 0.32
H -0.66 6.05 4.76 0.49
H -0.64 4.24 3.04 0.58
H -2.57 4.09 1.45 0.83
N 3.31 -9.83 -4.55 -0.54
C 3.33 -8.86 -3.60 -0.26
C 4.35 -8.69 -2.68 -0.16
C 5.42 -9.58 -2.73 -0.46
C 5.44 -10.59 -3.69 -0.28
C 4.37 -10.67 -4.57 -0.26
H 2.46 -8.20 -3.61 0.43
H 4.31 -7.90 -1.95 0.43
H 6.24 -9.48 -2.02 0.37
H 6.26 -11.29 -3.75 0.36
H 4.33 -11.44 -5.33 0.35
N 5.59 0.71 -3.64 -0.15
C 5.76 -0.19 -4.63 -0.05
C 6.64 -0.02 -5.69 -0.71
C 7.39 1.15 -5.74 -0.12
C 7.24 2.10 -4.73 -0.61
C 6.34 1.84 -3.71 -0.22
H 5.15 -1.08 -4.56 0.36
H 6.73 -0.77 -6.46 0.36
H 8.09 1.32 -6.55 0.36
H 7.81 3.02 -4.74 0.36
H 6.18 2.54 -2.90 0.39
N -4.70 4.20 -4.35 -0.56
C -4.03 5.36 -4.51 -0.28
C -2.80 5.63 -3.92 -0.37
C -2.22 4.65 -3.12 -0.57
C -2.89 3.44 -2.94 0.41
C -4.11 3.26 -3.57 -0.40
H -4.52 6.10 -5.14 0.36
H -2.31 6.58 -4.09 0.38
H -1.26 4.82 -2.65 0.45
H -2.47 2.65 -2.33 0.11
H -4.67 2.34 -3.47 0.45
N 3.60 2.55 3.15 -0.41
C 2.82 2.15 4.18 -0.05
C 2.31 3.01 5.14 -0.65
C 2.61 4.36 5.04 -0.12
C 3.41 4.81 3.99 -0.49
C 3.88 3.87 3.08 -0.24
H 2.62 1.08 4.21 0.41
H 1.69 2.63 5.94 0.37
H 2.23 5.07 5.77 0.42
H 3.66 5.86 3.89 0.36
H 4.50 4.17 2.24 0.38
N -2.40 8.41 7.26 -0.34
C -3.18 8.01 8.29 -0.14
C -3.69 8.86 9.25 -0.51
C -3.39 10.22 9.15 -0.11
C -2.59 10.66 8.10 -0.54
C -2.12 9.73 7.19 -0.09
H -3.38 6.94 8.32 0.35
H -4.31 8.49 10.05 0.35
H -3.77 10.92 9.88 0.35
H -2.34 11.71 8.00 0.34
H -1.50 10.03 6.35 0.34

Run b
138
Properties=species:S:1:pos:R:3:mulliken_charge:R:1 method="wB97M-V/def2-TZVPD" orbital_gap_ev=8.7 total_charge=0
C -1.05 4.84 -2.09 -0.20
C -0.90 3.98 -1.23 -0.94
C -0.55 3.01 -0.06 0.10
C 0.17 1.62 -0.52 0.06
B -0.34 1.55 -2.07 1.11
N -1.72 1.01 -2.38 -0.65
O 0.37 1.99 -3.21 -0.70
O -0.73 0.65 0.15 0.02
S -0.11 -0.78 0.52 1.31
O 0.18 -1.48 -0.76 -0.75
O -1.21 -1.61 1.06 -0.45
C 1.31 -0.49 1.63 1.68
B 2.42 -1.70 1.45 1.07
O 2.32 -2.78 0.54 -0.93
O 3.57 -1.82 2.31 -0.87
C 4.74 -2.25 1.55 0.38
C 6.05 -2.06 2.46 -1.35
C 0.86 -0.71 3.15 -1.41
Br -0.91 0.03 3.69 0.03
C 0.92 -2.15 3.81 -0.12
C 0.01 -3.31 3.28 -0.59
Br 0.12 -1.80 5.67 -0.15
C 1.96 1.01 1.36 -0.41
C 3.42 1.13 1.89 0.24
C 4.22 2.44 2.09 -0.02
C 5.80 2.25 2.41 -1.38
N 3.86 3.68 2.09 -0.41
O 1.07 1.87 2.09 -0.27
C 1.35 2.48 3.24 0.73
N 1.81 2.91 4.21 -0.71
C 1.72 1.47 -0.20 1.46
C 2.29 2.94 -0.50 -1.14
C 3.77 3.19 -0.93 -1.32
C 4.05 3.46 -2.47 0.79
F 4.13 4.85 -2.73 -0.29
F 5.35 2.98 -2.77 -0.28
F 3.11 2.97 -3.34 -0.12
B 2.58 0.55 -1.23 0.63
O 2.16 -0.12 -2.41 -0.70
O 3.95 0.14 -0.95 -0.58
C 4.70 -0.14 -2.15 -0.89
H -1.34 5.77 -2.64 0.45
H 0.00 3.60 0.71 0.32
H -1.57 2.80 0.42 -0.05
H -1.68 0.00 -2.17 0.26
H -2.42 1.46 -1.78 0.18
H 0.16 1.46 -4.00 0.15
H 2.26 -3.59 1.09 0.09
H 4.89 -1.67 0.59 -0.25
H 4.72 -3.35 1.28 0.42
H 5.88 -1.34 3.32 0.27
H 6.92 -1.77 1.79 0.34
H 6.32 -3.09 2.87 0.36
H 1.60 -0.11 3.78 0.58
H 1.95 -2.51 4.14 0.60
H 0.29 -4.27 3.82 0.39
H -1.07 -3.10 3.57 0.36
H 0.09 -3.51 2.16 -0.28
H 3.38 0.69 2.96 0.82
H 4.19 0.44 1.42 -0.35
H 6.09 2.88 3.31 0.49
H 6.42 2.51 1.49 0.29
H 6.00 1.18 2.68 0.16
H 4.68 4.29 2.25 0.33
H 2.07 3.57 0.41 0.63
H 1.71 3.46 -1.35 0.10
H 4.58 2.52 -0.54 0.05
H 4.04 4.21 -0.47 0.55
H 2.09 -1.08 -2.30 0.25
H 4.59 0.60 -2.99 0.22
H 5.81 -0.10 -1.85 0.18
H 4.54 -1.22 -2.48 0.28
N -4.18 -4.64 3.13 -0.48
C -5.42 -4.79 3.61 -0.42
C -6.43 -3.85 3.46 -0.09
C -6.13 -2.67 2.80 -0.41
C -4.85 -2.48 2.30 -0.66
C -3.92 -3.49 2.49 -0.59
H -5.61 -5.73 4.12 0.37
H -7.42 -4.03 3.86 0.32
H -6.89 -1.91 2.66 0.50
H -4.58 -1.57 1.77 0.59
H -2.90 -3.39 2.12 0.83
N 8.64 5.85 -3.83 -0.53
C 7.39 5.71 -3.36 -0.28
C 6.39 6.66 -3.51 -0.16
C 6.70 7.83 -4.18 -0.50
C 7.99 8.00 -4.68 -0.28
C 8.91 6.99 -4.48 -0.27
H 7.20 4.78 -2.84 0.47
H 5.41 6.49 -3.11 0.45
H 5.95 8.60 -4.32 0.37
H 8.26 8.90 -5.21 0.36
H 9.92 7.07 -4.86 0.35
N -0.39 1.07 -6.52 -0.14
C 0.78 1.26 -7.13 -0.03
C 0.96 1.17 -8.50 -0.74
C -0.13 0.85 -9.28 -0.13
C -1.36 0.65 -8.67 -0.64
C -1.44 0.77 -7.30 -0.20
H 1.61 1.51 -6.47 0.34
H 1.94 1.34 -8.94 0.37
H -0.03 0.77 -10.36 0.37
H -2.24 0.40 -9.26 0.37
H -2.38 0.62 -6.77 0.40
N 0.89 -7.46 -0.18 -0.56
C -0.14 -7.88 -0.93 -0.27
C -1.12 -7.04 -1.44 -0.40
C -1.03 -5.69 -1.17 -0.56
C 0.03 -5.23 -0.40 0.36
C 0.96 -6.15 0.06 -0.39
H -0.17 -8.95 -1.11 0.35
H -1.93 -7.44 -2.04 0.38
H -1.77 -5.00 -1.55 0.46
H 0.13 -4.17 -0.16 0.13
H 1.80 -5.83 0.67 0.46
N -4.90 2.00 -0.89 -0.42
C -4.90 2.30 0.42 -0.05
C -5.90 1.90 1.30 -0.66
C -6.96 1.17 0.80 -0.13
C -6.98 0.85 -0.55 -0.48
C -5.94 1.29 -1.35 -0.24
H -4.05 2.88 0.77 0.41
H -5.85 2.17 2.35 0.38
H -7.76 0.84 1.45 0.43
H -7.80 0.28 -0.98 0.37
H -5.91 1.06 -2.41 0.38
N -9.42 -3.25 5.24 -0.35
C -9.41 -2.95 6.55 -0.13
C -10.40 -3.34 7.44 -0.52
C -11.46 -4.08 6.95 -0.11
C -11.50 -4.40 5.60 -0.55
C -10.46 -3.97 4.79 -0.08
H -8.56 -2.37 6.88 0.35
H -10.33 -3.08 8.48 0.35
H -12.26 -4.41 7.61 0.36
H -12.32 -4.98 5.18 0.35
H -10.44 -4.19 3.73 0.35

Verdict on stability: run b comes out on top.

Run a
22
Properties=species:S:1:pos:R:3:mulliken_charge:R:1 method="wB97M-V/def2-TZVPD" orbital_gap_ev=10.4 smiles="O=CNCCCCO.O" total_charge=0
O 2.25 -3.42 1.15 -0.56
C 1.45 -2.92 0.40 0.07
N 1.17 -1.59 0.32 -0.06
C 0.36 -1.04 -0.75 -0.71
C -0.52 0.11 -0.24 -0.24
C 0.27 1.40 -0.05 -0.48
C 0.12 2.34 -1.30 -0.62
O -1.23 2.35 -1.70 -0.51
H 0.82 -3.48 -0.31 0.28
H 1.48 -0.96 1.03 0.22
H 0.97 -0.77 -1.61 0.22
H -0.33 -1.78 -1.12 0.47
H -0.95 -0.17 0.72 -0.23
H -1.34 0.21 -0.92 0.49
H 1.31 1.19 -0.03 0.32
H -0.03 2.04 0.77 0.37
H 0.39 3.34 -0.96 0.30
H 0.82 2.05 -2.09 0.35
H -1.33 2.42 -2.66 0.31
O -2.19 -0.59 3.32 -0.64
H -1.26 -0.64 3.55 0.32
H -2.23 -0.09 2.50 0.34

Run b
22
Properties=species:S:1:pos:R:3:mulliken_charge:R:1 method="wB97M-V/def2-TZVPD" orbital_gap_ev=10.3 total_charge=0
C 1.06 0.38 -0.13 -0.05
C -0.46 0.30 -0.11 0.15
C -0.95 0.37 1.37 -0.03
C 0.93 -0.77 -2.56 -0.63
C -0.93 -0.97 2.09 -1.30
N -0.98 1.35 -0.98 -0.69
O 1.70 -0.13 -1.54 -0.41
O 1.75 -0.51 0.58 -0.70
O -0.24 1.38 2.10 -0.60
H 2.18 -0.78 -0.59 0.48
H 0.62 1.01 2.33 0.40
H 1.41 1.42 -0.10 0.30
H -0.78 -0.67 -0.51 0.33
H -1.98 0.74 1.33 0.41
H -0.77 2.26 -0.58 0.25
H -1.99 1.29 -1.05 0.27
H 0.15 -0.08 -2.89 0.30
H 0.47 -1.69 -2.18 0.27
H 1.60 -1.00 -3.38 0.26
H 0.09 -1.37 2.10 0.25
H -1.57 -1.69 1.58 0.35
H -1.28 -0.84 3.11 0.38

Verdict on stability: run a comes out on top.

Run a
22
Properties=species:S:1:pos:R:3:mulliken_charge:R:1 method="wB97M-V/def2-TZVPD" orbital_gap_ev=10.3 total_charge=0
C -1.92 -0.20 0.19 0.95
C -1.79 1.29 0.35 -1.04
N -1.86 -0.68 -1.07 -0.42
O -2.79 -0.84 1.00 -0.60
O -0.52 -0.73 1.36 -0.85
H -2.12 -0.91 1.78 0.41
H -0.20 -1.60 1.11 0.23
H -2.04 -1.67 -1.17 0.26
H -1.17 -0.28 -1.69 0.26
H -2.75 1.74 0.06 0.33
H -1.58 1.53 1.38 0.28
H -1.00 1.68 -0.29 0.24
C 1.88 1.19 0.33 -1.16
C 2.28 -1.12 -0.70 -1.34
C 1.57 0.21 -0.77 1.11
O 0.78 0.47 -1.66 -0.66
H 1.60 2.20 0.04 0.31
H 2.93 1.15 0.61 0.41
H 1.28 0.87 1.19 0.24
H 2.29 -1.49 0.32 0.33
H 3.31 -0.98 -1.02 0.39
H 1.80 -1.84 -1.36 0.34

Run b
22
Properties=species:S:1:pos:R:3:mulliken_charge:R:1 method="wB97M-V/def2-TZVPD" orbital_gap_ev=10.4 smiles="CNC(=O)O.CC(C)O" total_charge=0
C 2.44 1.63 -0.78 -0.99
N 1.64 0.44 -0.59 -0.28
C 1.96 -0.44 0.40 0.65
O 2.37 -0.15 1.49 -0.62
O 1.67 -1.71 0.02 -0.46
H 3.32 1.43 -1.40 0.28
H 1.83 2.40 -1.26 0.30
H 2.77 1.96 0.20 0.36
H 1.30 -0.01 -1.44 0.30
H 1.69 -2.28 0.80 0.35
C -1.72 -1.28 -0.66 -1.31
C -1.25 -0.07 0.14 0.81
C -2.43 0.76 0.65 -1.47
O -0.44 -0.48 1.23 -0.52
H -2.26 -0.96 -1.55 0.35
H -2.38 -1.91 -0.06 0.33
H -0.85 -1.87 -0.96 0.35
H -0.49 0.56 -0.46 0.14
H -3.08 0.15 1.27 0.37
H -2.07 1.60 1.24 0.37
H -3.02 1.14 -0.18 0.36
H -1.00 -0.92 1.89 0.30

Verdict on stability: run b comes out on top.

Run a
9
Properties=species:S:1:pos:R:3:mulliken_charge:R:1 method="wB97M-V/def2-TZVPD" orbital_gap_ev="8.9 / 8.4" total_charge=0
C -0.84 -1.06 -0.23 -0.63
C -2.00 -0.67 -0.63 0.01
C 1.77 1.00 0.25 -0.69
Br -3.45 0.14 0.10 -0.04
H -0.60 -0.79 0.69 0.40
H -0.03 -1.67 -0.76 0.23
H 0.76 0.70 0.16 0.13
H 1.89 2.02 0.64 0.31
H 2.49 0.33 -0.22 0.27

Run b
9
Properties=species:S:1:pos:R:3:mulliken_charge:R:1 method="wB97M-V/def2-TZVPD" orbital_gap_ev=10.2 total_charge=0
C -0.08 0.82 -0.34 -0.56
C -0.02 -0.71 -0.41 -0.70
C -0.99 -0.07 0.48 0.04
Br -2.84 -0.03 -0.03 -0.15
H 0.59 1.21 0.42 0.23
H -0.54 1.56 -0.96 0.33
H -0.50 -0.97 -1.31 0.28
H 0.83 -1.28 -0.24 0.27
H -0.61 -0.32 2.09 0.26

Verdict on stability: run b comes out on top.

Run a
11
Properties=species:S:1:pos:R:3:mulliken_charge:R:1 method="wB97M-V/def2-TZVPD" orbital_gap_ev=9.1 smiles=C1NONSN1 total_charge=0
C -0.94 0.26 -0.47 -0.27
N -0.68 -1.09 -0.04 -0.31
O 0.65 -1.56 -0.27 -0.24
N 1.66 -0.65 0.44 -0.22
S 1.68 0.82 -0.10 0.07
N -0.02 1.24 0.09 -0.54
H -0.82 0.39 -1.52 0.37
H -2.06 0.49 -0.21 0.26
H -0.74 -1.26 1.02 0.29
H 1.38 -0.78 1.46 0.29
H -0.11 2.14 -0.39 0.30

Run b
11
Properties=species:S:1:pos:R:3:mulliken_charge:R:1 method="wB97M-V/def2-TZVPD" orbital_gap_ev=9.0 total_charge=0
C 0.39 -0.16 0.38 0.50
H -0.54 -0.64 -1.63 0.42
H 1.94 -0.93 -0.83 0.30
H 1.85 -0.46 1.37 0.22
H -1.21 0.34 -0.85 0.36
H -2.23 1.91 1.47 0.14
N 1.25 -0.02 -0.73 -0.19
N 0.89 -0.23 1.61 -0.64
N -0.84 -0.02 -0.01 -0.43
O 0.51 -0.02 -1.93 -0.47
S -2.00 0.24 1.15 -0.21

Run c
11
Properties=species:S:1:pos:R:3:mulliken_charge:R:1 method="wB97M-V/def2-TZVPD" orbital_gap_ev=8.2 smiles="N[NH2+][S-].N=C=O" total_charge=0
N -2.31 -0.79 0.31 -0.57
N -1.19 -0.02 -0.12 -0.19
S -1.33 1.80 -0.03 -0.44
H -2.53 -0.53 1.27 0.27
H -3.11 -0.53 -0.25 0.27
H -1.00 -0.27 -1.10 0.34
H -0.36 -0.31 0.43 0.37
N 3.39 0.71 -0.14 -0.34
C 2.55 -0.12 -0.01 0.51
O 1.62 -0.76 0.23 -0.51
H 4.27 0.83 -0.59 0.28

Verdict on stability: run c comes out on top.